[1]
Formula: C14H16O2
Source: the Open Molecules 2025 dataset
Level of theory: ωB97M-V/def2-TZVPD

HOMO energy, eV: -8.4
ΔE to the lowest compared entry with this formula, charge and spin, kcal per mole: 67.6
Gap between HOMO and LUMO, eV: 8.97
E_LUMO, Ha: 0.0217

Cartesian coordinates (Å):
O -0.962 -3.176 -2.418
O 2.064 3.499 -2.735
C -2.863 -0.834 2.348
C 3.152 1.210 -0.161
C 2.260 0.445 1.977
C -2.430 -1.387 1.001
C 0.714 2.615 -0.855
C 2.030 1.160 0.625
C 0.860 1.840 0.334
C -1.381 -2.213 1.078
C -0.859 -2.671 -0.133
C 3.128 2.107 -1.265
C 1.877 2.618 -1.701
C -1.464 -2.481 -1.350
C -3.017 -0.940 -0.312
C -2.528 -1.523 -1.452
H 4.049 2.147 -1.875
H -0.833 -2.611 -3.166
H -3.592 -0.082 -0.373
H 3.331 0.117 2.193
H -0.122 3.224 -1.095
H -2.000 -0.035 2.690
H 0.038 -3.065 -0.247
H 1.621 3.169 -3.547
H 1.696 -0.548 1.718
H -0.964 -2.622 1.983
H 1.775 0.899 2.841
H -2.966 -1.529 -2.430
H -3.069 -1.728 3.022
H -3.712 -0.180 2.287
H 4.140 0.648 -0.019
H 0.025 1.928 1.035

***

[2]
Formula: C19H22ClN2O8Sn
Source: the Open Molecules 2025 dataset
Level of theory: ωB97M-V/def2-TZVPD

HOMO energy (spin up / spin down), eV: -18.4 / -18.6
ΔE to the lowest compared entry with this formula, charge and spin, kcal per mole: 3.8
Total charge: +3
Gap between HOMO and LUMO (spin up / spin down), eV: 7.16 / 6.28
E_LUMO (spin up / spin down), Ha: -0.4143 / -0.4519

Cartesian coordinates (Å):
Sn -1.209 -0.982 0.083
Cl 7.180 -0.248 -0.862
O -2.223 1.102 0.111
O 6.214 2.355 -0.280
O 2.026 1.800 0.462
O -0.966 -0.003 2.193
O 1.005 -0.112 0.139
O -2.412 -2.245 1.832
O 4.167 2.874 0.257
O -3.715 -1.075 -0.276
N 3.475 -1.334 -0.426
N 4.802 -1.573 -0.645
C 4.231 -3.713 -1.587
C -3.387 1.201 -0.747
C 5.950 -5.375 -1.824
C -4.358 -2.105 0.495
C 4.985 2.011 -0.059
C 3.373 -0.065 -0.154
C -1.546 -0.595 3.378
C 5.200 -2.855 -0.982
C -1.046 1.441 2.110
C 4.656 0.584 -0.210
C 6.897 -4.542 -1.176
C 4.618 -4.941 -2.025
C -4.412 0.178 -0.326
C 2.034 0.561 0.170
C -2.305 1.806 1.370
C 6.532 -3.303 -0.745
C -3.842 -2.072 1.909
C -1.720 -2.065 3.075
C 5.540 -0.407 -0.534
H -4.119 -3.055 0.017
H 3.228 -3.343 -1.740
H -3.029 0.997 -1.756
H -4.854 0.409 0.647
H -4.082 -1.120 2.393
H -2.236 -2.576 3.889
H 7.223 -2.699 -0.179
H -0.745 -2.536 2.940
H 7.898 -4.910 -0.996
H 2.989 2.330 0.394
H -0.861 -0.462 4.217
H -5.212 0.136 -1.069
H -5.441 -1.977 0.476
H -4.271 -2.884 2.500
H -3.778 2.217 -0.718
H 3.921 -5.583 -2.547
H -3.202 1.489 1.907
H -1.003 1.879 3.107
H 6.243 -6.368 -2.142
H -2.487 -0.095 3.616
H -2.358 2.879 1.184
H -0.170 1.755 1.545

***

[3]
Formula: C3H5N3Se
Source: the Open Molecules 2025 dataset
Level of theory: ωB97M-V/def2-TZVPD

HOMO energy, eV: -8.5
ΔE to the lowest compared entry with this formula, charge and spin, kcal per mole: 69.4
Gap between HOMO and LUMO, eV: 8.57
E_LUMO, Ha: 0.0028

Cartesian coordinates (Å):
Se 2.588 1.036 3.241
N 0.797 0.431 1.073
N 0.589 -0.666 -1.462
N -0.263 0.321 0.467
C -1.793 -0.663 -1.068
C 1.759 0.794 1.647
C -0.422 -0.348 -0.726
H 2.961 2.363 2.784
H -1.844 -0.573 -2.114
H -2.271 -1.569 -0.932
H -2.452 -0.009 -0.541
H 0.351 -1.117 -2.368

***

[4]
Formula: C5H10N4
Source: the Open Molecules 2025 dataset
Level of theory: ωB97M-V/def2-TZVPD

HOMO energy, eV: -7.5
ΔE to the lowest compared entry with this formula, charge and spin, kcal per mole: 86.8
Gap between HOMO and LUMO, eV: 8.40
E_LUMO, Ha: 0.0314

Cartesian coordinates (Å):
N -2.565 -1.272 -0.380
N 2.627 -0.735 0.344
N 1.988 1.261 -0.801
N -0.515 -0.061 0.076
C 1.468 -1.533 0.024
C -2.054 -0.125 -0.131
C -2.608 1.220 0.346
C 2.755 0.641 0.120
C 0.170 -1.143 -0.286
H 3.431 -1.035 0.849
H -3.691 1.310 0.773
H -3.548 -1.215 -0.008
H -0.471 -1.893 -0.622
H 1.405 -2.644 -0.437
H -1.736 1.394 1.090
H -2.585 1.993 -0.494
H -0.080 0.870 -0.205
H 2.297 2.145 -1.037
H 3.712 0.822 0.780

***

[5]
Formula: C11H17N5O3
Source: the Open Molecules 2025 dataset
Level of theory: ωB97M-V/def2-TZVPD

HOMO energy, eV: -7.9
ΔE to the lowest compared entry with this formula, charge and spin, kcal per mole: 0.0
Gap between HOMO and LUMO, eV: 8.36
E_LUMO, Ha: 0.0182

Cartesian coordinates (Å):
O 5.547 -0.693 1.634
O -5.051 -1.210 0.266
O -2.641 2.652 0.539
N -2.806 -1.406 0.026
N 1.800 -0.472 -0.212
N -0.158 0.883 0.076
N -3.827 0.690 0.400
N -0.390 -1.321 -0.193
C -5.071 1.409 0.615
C 0.460 -0.305 -0.134
C 4.139 0.147 -0.177
C 2.722 0.600 -0.532
C 4.301 -0.124 1.323
C -3.962 -0.678 0.233
C 2.626 1.004 -2.007
C -1.515 0.603 0.172
C -2.642 1.443 0.385
C -2.873 -2.839 -0.156
C -1.609 -0.766 -0.001
H 1.605 1.283 -2.258
H -2.513 -3.102 -1.150
H -3.912 -3.140 -0.039
H -5.735 1.263 -0.237
H 3.556 -0.853 1.652
H -5.566 1.033 1.510
H 4.847 0.920 -0.486
H 2.922 0.174 -2.644
H 3.276 1.850 -2.213
H 4.378 -0.767 -0.725
H 6.247 -0.082 1.377
H -2.246 -3.330 0.588
H 2.463 1.459 0.098
H 4.146 0.807 1.887
H -4.823 2.461 0.729
H 2.062 -1.393 -0.531
H 0.244 1.797 0.186

***

[6]
Formula: C37H36GaN7O3S
Source: the Open Molecules 2025 dataset
Level of theory: ωB97M-V/def2-TZVPD

HOMO energy, eV: -7.0
ΔE to the lowest compared entry with this formula, charge and spin, kcal per mole: 14.5
Gap between HOMO and LUMO, eV: 6.76
E_LUMO, Ha: -0.0084

Cartesian coordinates (Å):
Ga 0.016 -0.741 -0.921
S -0.999 0.312 -2.773
O -0.923 -2.407 -1.220
O -1.906 -4.307 -2.928
O 0.972 -0.303 0.886
N 4.244 -0.066 -0.056
N -1.868 4.111 -3.204
N 0.192 2.240 -0.687
N -0.783 2.678 -1.300
N -1.475 -0.375 0.441
N -1.135 0.242 1.628
N -1.673 2.734 -3.460
C -4.521 -1.711 -1.019
C 1.711 1.559 5.517
C -1.133 2.022 -2.537
C -2.752 -3.450 -2.266
C -2.701 -0.719 0.289
C 0.466 3.047 0.470
C -4.146 6.395 -1.434
C 0.700 0.675 3.071
C 4.609 0.987 0.923
C -3.184 5.900 -2.296
C 3.216 0.453 -1.050
C 0.155 0.189 1.773
C 2.090 4.196 1.811
C -4.548 4.190 -0.612
C 0.397 1.834 5.161
C -4.835 5.545 -0.578
C 2.008 0.387 3.442
C 1.518 -2.374 -2.845
C -4.999 -2.630 -1.920
C -0.108 1.394 3.949
C 3.879 -0.955 -2.968
C 2.897 -0.623 -2.033
C 2.499 -2.732 -3.758
C 1.686 -1.313 -1.943
C -2.886 4.535 -2.326
C -1.246 -5.243 -2.082
C 1.788 3.342 0.760
C 1.069 4.723 2.588
C 3.688 -2.017 -3.834
C 2.516 0.827 4.656
C -3.587 3.678 -1.475
C -0.254 4.398 2.309
C 3.781 -1.320 0.614
C -4.100 -3.506 -2.536
C -0.563 3.568 1.246
C -2.222 -2.465 -1.397
C -3.147 -1.608 -0.754
H -5.200 -1.042 -0.503
H 2.787 -1.136 1.014
H 0.588 -2.928 -2.833
H 4.786 -0.358 -3.042
H 3.120 4.451 2.024
H 1.302 5.381 3.414
H 5.389 0.615 1.582
H 3.533 0.585 4.939
H 2.348 0.729 -0.458
H -1.051 4.806 2.917
H -3.414 -0.387 1.043
H -5.084 3.508 0.037
H 3.720 -2.104 -0.135
H -4.442 -4.250 -3.244
H 4.441 -2.270 -4.568
H 4.498 -1.579 1.389
H 2.102 1.905 6.465
H 5.068 -0.313 -0.605
H -4.355 7.458 -1.428
H -1.978 -5.880 -1.575
H -5.584 5.933 0.098
H -1.130 1.599 3.664
H 2.618 -0.217 2.786
H 2.567 2.943 0.129
H -0.626 -4.738 -1.341
H 4.959 1.864 0.384
H -1.942 4.567 -4.099
H -1.588 3.328 0.995
H -0.238 2.396 5.833
H -6.055 -2.689 -2.144
H 2.326 -3.563 -4.431
H 3.720 1.238 1.499
H -3.399 2.617 -1.495
H 3.666 1.337 -1.505
H -2.639 6.573 -2.948
H -0.624 -5.858 -2.728

***

Short version: E_tot = -693.44886; -2122.06091; -2682.86976; -415.41861; -928.94034; -4363.47705 Ha, in the order given.
Short version: strongest force on any atom = 4.75; 0.64; 3.50; 5.43; 1.46; 0.43 eV Å⁻¹, in the order given.